[1]
Here is C21H29CrN5O4PS3 as an isolated structure from the OMol25 dataset. Energies are from the ωB97M-V functional and the def2-TZVPD basis.

Structure (ORCA input):
```
! RIJCOSX wB97M-V def2-TZVPD def2/J DEFGRID3
* xyz -1 5
Cr 1.34 -2.28 -0.35
C 3.31 0.10 2.77
C 3.02 -0.56 1.56
N 1.82 -1.01 1.26
C 0.80 -0.86 2.17
C 0.99 -0.17 3.39
C 2.28 0.29 3.67
C -0.13 0.01 4.24
C -1.36 -0.45 3.88
C -1.57 -1.17 2.65
C -2.80 -1.65 2.23
C -2.87 -2.33 0.99
C -1.74 -2.52 0.24
N -0.52 -2.07 0.62
C -0.45 -1.39 1.81
H 4.31 0.44 2.96
H 3.78 -0.73 0.81
H 2.47 0.81 4.61
H 0.00 0.54 5.18
H -2.21 -0.30 4.52
H -3.68 -1.50 2.84
H -3.81 -2.73 0.63
H -1.76 -3.07 -0.69
O 1.84 -3.87 0.72
S 1.92 -5.01 -0.31
O 1.33 -6.21 0.23
O 3.24 -5.13 -0.85
S 0.67 -4.13 -1.72
C 0.49 -1.31 -5.05
N -0.35 -0.85 -3.94
C -1.78 -1.13 -4.03
C 0.18 -0.87 -2.74
N 0.62 -0.86 -1.68
H 0.40 -2.39 -5.18
H 1.53 -1.08 -4.84
H 0.16 -0.80 -5.96
H -1.97 -2.21 -3.99
H -2.15 -0.73 -4.98
H -2.30 -0.64 -3.21
O 3.33 -1.55 -3.67
S 3.94 -1.80 -2.35
N 3.12 -2.02 -1.15
C 0.00 4.78 -1.64
C -1.06 3.85 -1.06
P -0.38 2.23 -0.48
C -1.94 1.29 -0.17
C -2.91 1.83 0.88
C 0.13 2.65 1.25
C 1.56 3.16 1.35
H -0.45 5.63 -2.16
H 0.64 4.25 -2.35
H 0.65 5.18 -0.86
H -1.79 3.61 -1.85
H -1.61 4.36 -0.26
H -1.64 0.27 0.09
H -2.44 1.21 -1.14
H -2.45 1.84 1.87
H -3.80 1.20 0.94
H -3.24 2.85 0.65
H 0.02 1.73 1.83
H -0.57 3.39 1.67
H 2.25 2.48 0.83
H 1.89 3.22 2.39
H 1.68 4.15 0.90
*
```

Results
Kohn-Sham gap (alpha / beta), eV: 4.92 / 7.67
Calculated total energy, eV: -108108.1516
LUMO energy (alpha / beta), eV: 2.4823 / 2.4560

Computed natural (NBO) charges, given in elementary charges:
1 Cr 1.0564
2 C -0.3348
3 C 0.1120
4 N -0.5121
5 C 0.1856
6 C -0.1374
7 C -0.1203
8 C -0.1900
9 C -0.2010
10 C -0.0587
11 C -0.2523
12 C -0.3161
13 C 0.0620
14 N -0.5674
15 C 0.1247
16 H 0.2147
17 H 0.2268
18 H 0.2031
19 H 0.2047
20 H 0.2028
21 H 0.1997
22 H 0.2073
23 H 0.2128
24 O -0.9449
25 S 2.2605
26 O -0.9647
27 O -0.9668
28 S -0.5284
29 C -0.4110
30 N -0.4541
31 C -0.3943
32 C 0.6179
33 N -0.4309
34 H 0.2021
35 H 0.2737
36 H 0.1889
37 H 0.2016
38 H 0.2012
39 H 0.2201
40 O -0.9932
41 S 1.4216
42 N -1.0188
43 C -0.6068
44 C -0.7082
45 P 0.8078
46 C -0.7103
47 C -0.6140
48 C -0.7188
49 C -0.6066
50 H 0.1982
51 H 0.2115
52 H 0.1996
53 H 0.2120
54 H 0.2012
55 H 0.2493
56 H 0.2078
57 H 0.2122
58 H 0.2117
59 H 0.1920
60 H 0.2405
61 H 0.2030
62 H 0.2180
63 H 0.2051
64 H 0.1920

=====

[2]
Here is C13H27GeN2O4PdS as an isolated structure from the OMol25 dataset. Energies are from the ωB97M-V functional and the def2-TZVPD basis.

Structure (ORCA input):
```
! RIJCOSX wB97M-V def2-TZVPD def2/J DEFGRID3
* xyz 1 1
Pd -0.08 -2.20 0.75
O 0.77 -1.37 2.66
S 1.84 -0.71 1.91
O 3.11 -0.59 2.50
O 1.32 0.62 1.33
O 1.85 -1.49 0.52
C -4.05 -2.89 4.23
C -3.46 -2.99 2.87
C -3.94 -3.56 1.71
C -2.96 -3.38 0.73
N -1.93 -2.73 1.27
N -2.25 -2.50 2.57
C -2.99 -3.79 -0.70
H -5.03 -3.35 4.25
H -4.15 -1.85 4.53
H -3.42 -3.40 4.97
H -4.89 -4.05 1.58
H -1.58 -2.04 3.18
H -3.73 -4.58 -0.84
H -2.02 -4.17 -1.03
H -3.27 -2.95 -1.33
C -0.02 4.56 -0.96
C -0.20 3.09 -1.31
C -0.89 2.31 -0.20
C -0.98 0.79 -0.47
Ge 0.82 0.08 -0.42
C 2.28 0.35 -1.65
C 3.37 1.21 -0.99
C 4.51 1.52 -1.95
C 4.11 2.45 -3.09
H 0.45 5.11 -1.77
H 0.60 4.68 -0.07
H -0.99 5.03 -0.75
H 0.79 2.66 -1.53
H -0.78 2.99 -2.23
H -1.91 2.67 -0.09
H -0.40 2.49 0.76
H -1.44 0.59 -1.44
H -1.57 0.29 0.29
H -0.40 -2.60 -0.67
H 1.88 0.82 -2.55
H 2.68 -0.63 -1.94
H 3.75 0.70 -0.10
H 2.93 2.15 -0.63
H 4.91 0.59 -2.35
H 5.32 1.97 -1.38
H 3.37 2.01 -3.75
H 4.97 2.70 -3.71
H 3.70 3.39 -2.70
*
```

Results
Kohn-Sham gap, eV: 8.79
Calculated total energy, eV: -95914.3218
LUMO energy, eV: -4.0468

Computed natural (NBO) charges, given in elementary charges:
1 Pd 0.5883
2 O -0.9839
3 S 2.5661
4 O -0.8393
5 O -1.0323
6 O -0.9715
7 C -0.6567
8 C 0.2272
9 C -0.3271
10 C 0.2195
11 N -0.3208
12 N -0.3354
13 C -0.6521
14 H 0.2495
15 H 0.2425
16 H 0.2454
17 H 0.2496
18 H 0.4364
19 H 0.2470
20 H 0.2387
21 H 0.2393
22 C -0.6046
23 C -0.3962
24 C -0.4178
25 C -0.8737
26 Ge 1.9665
27 C -0.9056
28 C -0.4000
29 C -0.3954
30 C -0.6123
31 H 0.2245
32 H 0.2095
33 H 0.2153
34 H 0.1803
35 H 0.2096
36 H 0.2318
37 H 0.2205
38 H 0.2535
39 H 0.2567
40 H 0.0051
41 H 0.2507
42 H 0.2658
43 H 0.2238
44 H 0.2041
45 H 0.2041
46 H 0.2218
47 H 0.1960
48 H 0.2308
49 H 0.2050

=====

[3]
Here is C3H2Br2O2 as an isolated structure at a distorted geometry from the OMol25 dataset. Energies are from the ωB97M-V functional and the def2-TZVPD basis.

Structure (ORCA input):
```
! RIJCOSX wB97M-V def2-TZVPD def2/J DEFGRID3
* xyz 0 1
C 1.52 -0.31 -0.15
C 0.41 -0.78 -0.83
C -1.08 0.31 0.66
O 2.09 -0.82 0.76
O -0.13 -1.07 -1.82
Br -1.19 2.10 -0.27
Br -2.72 -0.61 0.49
H 1.62 0.64 -0.45
H -0.54 0.53 1.61
*
```

Results
Kohn-Sham gap (alpha / beta), eV: 7.48 / 7.60
Calculated total energy, eV: -147319.0075
LUMO energy (alpha / beta), eV: -1.2601 / -1.2027

Computed natural (NBO) charges, given in elementary charges:
1 C 0.2235
2 C 0.6522
3 C -0.5292
4 O -0.4644
5 O -0.3879
6 Br -0.0166
7 Br 0.1375
8 H 0.1684
9 H 0.2163

=====

[4]
Here is an isolated molecule of CH4N2O3 at a distorted geometry from the OMol25 dataset. Energies are from the ωB97M-V functional and the def2-TZVPD basis.

Structure (ORCA input):
```
! RIJCOSX wB97M-V def2-TZVPD def2/J DEFGRID3
* xyz 0 1
C 1.58 0.10 0.23
N -1.86 -0.14 0.14
N 0.39 0.27 -0.21
O -0.16 1.31 -0.54
O -0.38 -0.88 -0.28
O -2.15 -0.27 1.32
H 2.14 1.07 0.32
H 1.97 -0.90 0.54
H -1.74 0.75 -0.39
H -2.53 -0.87 -0.48
*
```

Results
Kohn-Sham gap, eV: 9.76
Calculated total energy, eV: -10216.7711
LUMO energy, eV: 0.3093

Computed natural (NBO) charges, given in elementary charges:
1 C -0.2252
2 N 0.0201
3 N 0.3393
4 O -0.5329
5 O -0.3809
6 O -0.4184
7 H 0.2172
8 H 0.2311
9 H 0.4202
10 H 0.3295

=====

[5]
Here is C10H9N2O2S as an isolated structure at a distorted geometry from the OMol25 dataset. Energies are from the ωB97M-V functional and the def2-TZVPD basis.

Structure (ORCA input):
```
! RIJCOSX wB97M-V def2-TZVPD def2/J DEFGRID3
* xyz 1 1
C -2.41 -0.28 2.67
C -1.46 -1.30 2.64
C -2.65 0.49 1.48
C -0.80 -1.59 1.46
C -1.88 0.27 0.34
C 2.25 -0.28 -0.53
C 3.28 0.60 -0.84
C -0.89 -0.81 0.36
C 2.06 2.39 -2.56
C -0.20 -1.00 -0.96
N 0.91 -0.11 -1.18
N 0.89 0.88 -2.02
O -0.14 1.11 -2.59
O 1.39 3.13 -3.12
S 3.51 1.92 -1.92
H -2.84 -0.02 3.66
H -1.19 -1.83 3.59
H -3.39 1.31 1.44
H -0.33 -2.55 1.55
H -1.80 0.76 -0.67
H 2.35 -0.88 0.33
H 4.14 0.47 -0.22
H 0.22 -2.00 -1.17
H -1.00 -0.70 -1.75
*
```

Results
Kohn-Sham gap (alpha / beta), eV: 7.61 / 7.61
Calculated total energy, eV: -28414.2198
LUMO energy (alpha / beta), eV: -4.7664 / -4.7659

Computed natural (NBO) charges, given in elementary charges:
1 C -0.1808
2 C -0.1938
3 C -0.1998
4 C -0.2153
5 C -0.2028
6 C 0.0337
7 C -0.4478
8 C -0.0847
9 C 0.5095
10 C -0.2865
11 N -0.1554
12 N 0.2584
13 O -0.3043
14 O -0.3075
15 S 0.5530
16 H 0.2386
17 H 0.2331
18 H 0.2375
19 H 0.2242
20 H 0.2198
21 H 0.2614
22 H 0.2851
23 H 0.2466
24 H 0.2779

=====

[6]
Here is an isolated molecule of C4H7NOS at a distorted geometry from the OMol25 dataset. Energies are from the ωB97M-V functional and the def2-TZVPD basis.

Structure (ORCA input):
```
! RIJCOSX wB97M-V def2-TZVPD def2/J DEFGRID3
* xyz 0 1
C -1.62 0.88 0.24
C 0.86 -0.36 -0.17
C -0.87 -0.46 -0.06
C 1.57 0.81 -0.11
N -2.68 1.04 -0.49
O -1.17 1.59 1.07
S 3.35 0.79 -0.06
H -1.25 -0.68 -0.96
H 1.43 -1.35 -0.28
H -1.08 -1.19 0.71
H 1.11 1.86 -0.27
H -3.04 0.13 -0.81
H -3.15 1.97 -0.78
H 3.44 -0.32 0.63
*
```

Results
Kohn-Sham gap, eV: 9.22
Calculated total energy, eV: -18632.3688
LUMO energy, eV: 0.7478

Computed natural (NBO) charges, given in elementary charges:
1 C 0.6603
2 C -0.2070
3 C -0.4934
4 C -0.3615
5 N -0.8362
6 O -0.5946
7 S 0.0162
8 H 0.1884
9 H 0.2088
10 H 0.2286
11 H 0.2457
12 H 0.3960
13 H 0.4285
14 H 0.1203